No. 1
Entry from the OMol25 dataset: an isolated molecule of C14H27N2O7PS in a non-equilibrium geometry (ωB97M-V/def2-TZVPD).

Last column: Mulliken charge in e.
Cartesian coordinates (Å):
O (1.04, 1.94, 2.39)  -0.4347
H (-0.87, 2.74, -1.93)  0.3647
S (0.90, 4.89, 2.17)  -0.3906
N (-0.78, -3.03, -1.83)  -0.4008
C (1.65, 0.03, -1.53)  -0.5051
O (1.29, 2.09, -2.75)  -0.4336
H (0.13, 4.28, -0.51)  0.5284
C (-2.16, 1.75, 2.31)  -0.3994
C (-0.96, -3.63, -0.43)  -0.4679
H (1.03, -0.98, 0.67)  -0.2631
C (0.67, 3.21, -0.42)  -0.0419
H (-1.47, -2.89, 0.33)  0.0959
C (1.75, -0.29, 0.06)  0.6932
N (-2.06, 1.11, 3.68)  -0.7267
H (0.94, -4.42, 2.49)  0.3205
H (1.68, 1.92, 3.17)  0.3117
H (0.23, -2.70, 1.88)  0.1022
H (3.47, 3.24, 2.09)  0.3471
O (-0.54, 0.62, -3.03)  -0.3637
H (-1.65, -0.95, -3.97)  0.3114
H (1.72, -1.04, -2.06)  0.2653
C (0.90, -3.64, 1.62)  -0.7989
H (2.00, -3.23, 1.42)  0.1841
C (-1.69, 1.56, -0.27)  -1.0630
H (2.70, 0.52, -1.82)  0.4330
H (0.16, -1.33, -3.62)  0.2866
H (-1.04, 1.05, 3.97)  0.2680
C (-0.80, -0.80, -3.14)  -0.7489
H (1.84, -3.21, -0.81)  0.3004
O (2.84, 3.86, -1.88)  -0.5343
O (2.84, 0.16, 0.75)  -0.5769
H (-2.47, -1.66, -1.68)  0.4030
C (0.42, -4.31, 0.17)  0.2225
H (-1.46, 2.71, 2.27)  0.1069
O (3.16, 3.28, 1.13)  -0.4946
C (-1.32, -1.58, -1.80)  0.5516
H (-2.33, 0.92, -1.05)  0.1901
H (-2.48, 1.80, 4.35)  0.2681
C (0.49, 1.00, -2.06)  0.7534
C (-0.37, 2.06, -1.06)  -0.4147
O (1.51, -4.17, -0.83)  -0.5790
C (1.72, 3.11, -1.73)  0.1770
H (-0.83, -1.12, -0.81)  -0.5099
H (-1.72, -4.54, -0.59)  0.3073
H (-2.36, 2.53, -0.09)  0.4830
P (1.39, 3.19, 1.27)  0.5842
H (-0.62, 0.22, 1.40)  -0.2149
H (0.21, -5.46, 0.42)  0.3572
H (-3.26, 2.12, 2.03)  0.3680
C (-1.61, 0.75, 1.09)  0.2252
H (-1.40, -3.56, -2.48)  0.2916
H (-2.44, -0.12, 1.06)  0.2610

* E: -1925.05008 a.u.
* charge: 0
* Kohn-Sham gap: 8.2 eV
* maximum force: 9.9 eV/A
* HOMO: -8.80 eV

---

No. 2
Entry from the OMol25 dataset: a cluster of 10 separate species, C5H31NO9 in total in a non-equilibrium geometry (ωB97M-V/def2-TZVPD).

Last column: Mulliken charge in e.
Cartesian coordinates (Å):
H (-2.15, -0.84, 3.08)  0.2431
H (2.00, -1.05, 1.62)  -0.2678
H (-2.70, -0.67, 1.03)  0.4576
N (0.71, 0.80, -1.02)  -0.2310
H (0.60, -2.57, -0.57)  0.4190
H (-1.88, 1.50, -3.88)  0.2980
H (2.02, -4.08, 1.03)  0.3934
O (-0.79, -2.27, -3.89)  -0.6464
H (-1.24, -3.09, -3.68)  0.3157
H (-0.25, 1.12, -1.11)  0.4414
H (3.59, 0.93, 1.53)  0.3848
C (0.70, -1.60, -0.05)  -0.3521
H (0.46, 1.79, 0.82)  0.1919
O (-0.37, 0.70, 4.25)  -0.6162
H (-1.40, -1.56, -3.64)  0.3244
H (0.33, -1.02, -2.01)  0.1845
H (-1.35, 0.37, 2.72)  0.3563
H (1.24, 1.62, -4.24)  0.3160
H (1.98, -0.54, -1.63)  0.4021
H (-2.61, 1.23, -2.46)  0.3931
H (-4.17, -0.55, 0.30)  0.3155
H (2.61, -3.19, 2.34)  0.3817
O (-2.17, 1.18, -0.77)  -0.7962
H (-2.61, 0.28, -0.59)  0.4349
O (4.20, 0.53, 2.16)  -0.6422
H (0.60, 0.70, 4.33)  0.3005
H (-0.57, 0.66, 5.20)  0.2840
C (1.26, 1.47, 0.14)  -0.0584
H (3.92, -0.38, 2.30)  0.3532
H (-0.24, -1.29, 0.39)  0.0407
H (-2.41, 3.69, -0.85)  0.3423
C (0.97, -0.63, -1.22)  -0.6699
H (1.16, 1.59, -2.81)  0.3569
O (-2.71, 1.51, -3.39)  -0.6846
O (0.93, 2.20, -3.56)  -0.6515
O (-1.79, -0.40, 2.30)  -0.6407
H (-2.28, 1.74, 0.01)  0.3018
H (-1.27, 4.26, -0.07)  0.3097
C (1.77, -3.20, 1.62)  -1.4106
O (-3.27, -0.86, 0.24)  -0.7274
O (-2.08, 3.76, 0.06)  -0.6837
H (2.71, -1.78, 0.22)  0.4036
C (1.87, -1.87, 0.91)  0.2035
H (0.90, -3.42, 2.23)  0.3052
H (1.81, 2.40, -0.07)  0.4051
H (1.95, 0.85, 0.71)  -0.7811

* E: -940.96376 a.u.
* charge: 0
* relative energy (zero: lowest compared OMol25 entry of this formula, charge and spin): 2.3136 eV
* Kohn-Sham gap: 8.1 eV
* maximum force: 2.2 eV/A
* HOMO: -8.36 eV

---

No. 3
Entry from the OMol25 dataset: a cluster of 15 separate species, C54H119B5F22N15O12S2 in total in a non-equilibrium geometry (ωB97M-V/def2-TZVPD).

Last column: Mulliken charge in e.
Cartesian coordinates (Å):
C (-0.85, 9.22, 2.24)  -0.9203
N (0.62, -7.12, 4.05)  -0.1038
H (0.29, 3.28, -3.92)  -0.1869
H (-2.61, -0.14, -4.89)  0.4716
H (-1.31, 0.89, -5.53)  0.3812
H (1.34, -2.95, 1.38)  -0.4084
C (-3.23, 1.54, -2.06)  -0.4486
C (-0.90, 4.74, 7.38)  -0.4782
H (-7.17, 4.97, -2.41)  0.4737
H (5.19, -7.14, 2.13)  0.3734
H (2.67, -8.33, -1.64)  0.1859
C (1.09, 8.02, 3.04)  0.0842
H (5.73, -8.60, -2.09)  0.4703
H (-4.09, -7.69, -4.06)  0.3376
C (-1.32, 0.72, -3.42)  0.5877
H (-3.72, -6.68, -5.55)  0.3519
H (-5.06, 5.56, 2.51)  0.6009
H (3.72, -1.54, -10.40)  0.2821
H (-1.33, -8.24, -4.91)  0.6074
N (2.51, 7.57, 0.90)  0.2156
N (-0.49, 2.22, 0.98)  2.3054
C (2.26, -5.60, 2.83)  -0.5265
H (1.58, 0.58, -1.00)  0.5546
H (-1.39, 2.23, 8.62)  0.3422
H (1.82, -5.96, 1.90)  0.2260
C (-2.14, 7.05, 4.66)  -0.6808
H (2.19, -2.50, -5.18)  0.0613
H (-2.83, 1.54, -4.74)  0.3747
H (-2.44, -4.74, -2.94)  0.2225
H (-0.74, 1.64, -3.29)  -0.4402
C (-4.60, 5.64, 1.53)  0.2960
C (-5.04, 1.84, -0.43)  -0.6560
H (-6.89, 4.00, 1.72)  0.4036
C (-0.29, 3.26, 5.82)  -0.4478
F (2.29, -1.57, -2.55)  -0.3260
N (-7.38, 4.20, -0.44)  0.2293
C (1.28, -8.15, 4.98)  -0.7497
H (2.62, 2.81, -6.67)  0.5482
F (-2.37, 1.79, 3.65)  0.1277
H (1.62, -5.49, 4.86)  0.2536
H (1.93, -0.17, -4.83)  -0.2076
H (-1.20, 5.11, 8.35)  0.4605
N (0.81, 0.36, 1.01)  1.2372
C (4.33, -6.49, 1.94)  -0.5861
H (-5.52, 2.45, -1.20)  0.4910
C (-5.72, 5.70, -0.88)  -0.1919
H (-5.00, 6.35, -1.35)  0.4157
H (1.84, -10.30, -3.92)  0.4758
F (-4.26, 2.63, 2.96)  0.0467
C (1.18, -5.73, 3.89)  -0.8108
H (1.28, 11.11, -1.55)  0.3281
H (3.37, -3.08, -9.62)  0.2908
F (3.17, 0.31, -3.18)  -0.1348
H (4.79, -8.60, -0.56)  0.5410
H (2.05, 3.52, -3.90)  0.3907
C (2.53, 2.05, -5.89)  -0.8678
H (1.78, -8.72, 6.95)  0.3838
H (-1.12, -10.28, -2.01)  0.2873
N (3.48, -8.56, -2.19)  -0.8118
H (0.27, 7.99, -1.80)  0.4559
C (1.04, 8.41, -1.16)  -0.9377
F (-2.08, -3.95, 0.36)  -0.1585
O (3.43, 2.56, 2.09)  -0.6366
O (2.02, -6.65, 6.68)  -0.2373
H (0.97, -0.65, -6.03)  0.4339
F (-3.77, 0.52, 2.49)  -0.1895
H (5.72, -6.22, -0.90)  0.3976
O (3.39, -6.37, 3.12)  -0.4132
H (2.09, -2.04, -9.95)  0.3452
H (1.21, -6.06, 8.50)  0.3371
C (5.02, -6.58, -1.65)  -0.9272
F (-3.98, -4.91, -0.41)  -0.3587
H (0.64, -3.86, -2.78)  0.4119
H (-0.24, 9.95, 1.71)  0.3154
H (2.53, -0.79, 1.44)  0.3270
F (-3.24, -3.01, -1.40)  -0.4954
B (-3.70, 1.50, 3.47)  -0.5463
C (2.67, -2.39, -7.32)  -0.6514
C (-6.65, 4.37, 0.74)  -0.3034
H (-3.59, 7.42, 2.25)  0.0225
C (-2.05, 0.78, -4.73)  -1.7481
H (-0.24, -4.37, -1.33)  0.1643
O (1.39, 3.93, 2.58)  -0.0100
H (3.32, 7.90, 0.40)  0.4437
B (-3.28, -3.75, -0.19)  0.3633
H (-0.11, 4.83, 4.26)  0.3991
H (-0.15, 11.38, -0.61)  0.2864
H (1.06, 8.74, 3.87)  0.5345
C (-3.27, 0.04, -0.38)  -1.5415
C (0.39, 10.62, -1.17)  -0.8990
C (-3.73, -6.75, -4.46)  -0.2799
C (4.89, -8.16, -1.55)  -0.6310
C (-0.02, -6.83, -3.65)  -0.1023
C (2.15, -6.29, 7.98)  -0.8784
C (-1.13, -7.38, -4.29)  -0.7648
N (-2.24, -6.59, -4.02)  0.2397
H (-4.74, -5.76, -2.83)  0.2932
H (-9.48, 3.92, -0.92)  0.3515
C (-1.19, 3.35, 1.47)  0.3628
H (-5.60, -5.65, -4.37)  0.4331
C (-2.20, -0.18, -1.20)  -0.6785
H (0.64, -8.99, 4.73)  0.4983
H (-8.36, 2.48, -1.09)  0.3414
C (-8.62, 3.38, -0.53)  -0.8781
C (2.71, -1.83, -5.86)  -0.3724
H (-3.61, -0.45, 0.52)  0.8908
H (3.48, 0.30, -6.90)  0.4138
O (1.24, 2.19, -5.28)  -0.1220
F (2.30, -0.92, 4.72)  -0.2872
C (-0.39, 4.47, 5.24)  -0.3795
H (-1.19, 9.70, 3.15)  0.3827
C (3.39, -10.06, -2.30)  -0.6650
F (2.39, 3.84, 0.41)  -0.3021
H (-0.27, -7.13, 4.53)  0.4116
H (0.54, 6.79, 0.39)  -0.0111
H (1.17, 4.31, -5.18)  0.3632
C (-1.23, 6.81, 5.89)  -0.5028
B (3.44, -0.82, -2.48)  0.3069
N (1.94, -0.47, -5.80)  0.3129
O (4.93, 4.38, 4.00)  -0.5858
N (-0.47, -5.68, -3.01)  0.6623
F (4.35, 6.62, 3.55)  -0.3167
H (1.81, 6.36, -0.64)  0.6057
H (-0.23, -2.20, 1.00)  0.4302
F (-4.02, -3.05, 0.76)  -0.3546
H (-2.22, 8.11, 4.44)  0.4077
N (-0.94, 5.40, 6.16)  0.3579
H (-2.24, 3.08, 1.32)  -0.3656
F (4.52, -1.50, -3.04)  -0.4020
H (1.10, -2.42, -0.14)  -0.3098
H (3.30, -3.28, -7.42)  0.5149
H (4.87, -4.05, -0.68)  0.6393
F (-1.70, 5.93, -2.80)  -0.3650
H (1.44, 7.08, 3.47)  -0.4359
H (1.65, -2.59, -7.64)  0.3796
S (2.71, 3.87, 1.99)  0.8199
H (-0.03, 2.86, -0.98)  0.4919
H (-4.64, 2.44, 0.38)  0.0109
H (-0.27, -11.64, -2.68)  0.3941
H (0.15, 2.35, 5.44)  0.5008
C (1.45, -0.87, 1.51)  -0.4266
F (2.30, 0.63, 6.32)  -0.4296
C (0.09, 2.04, -0.28)  -0.8477
H (-0.69, -0.17, -3.42)  0.1176
H (1.29, -5.04, -1.84)  -0.0919
H (-0.51, -10.35, -3.68)  0.2759
H (-3.78, 4.97, 1.31)  -0.5646
F (-1.46, 3.80, -2.47)  0.1887
H (-0.15, 10.37, -2.08)  0.3232
C (2.10, 8.52, 2.03)  -1.2982
C (-1.80, -5.52, -3.33)  -0.1357
F (1.74, 1.15, 4.16)  0.1212
H (-1.06, 3.33, 2.55)  -0.5333
H (-0.71, 4.21, 1.00)  -0.0655
H (3.07, 8.39, 2.51)  0.6426
H (-3.11, 6.57, 4.81)  0.5123
C (-4.61, -5.63, -3.90)  -1.2477
H (4.20, -10.40, -2.95)  0.4673
C (1.29, -7.88, 6.48)  -0.5493
C (0.31, -4.73, -2.20)  -0.5655
O (-0.26, 7.98, 2.57)  0.3021
H (2.83, 6.67, 1.25)  0.1368
F (3.77, -0.68, -1.19)  -0.3283
B (-1.58, 4.99, -1.77)  -0.7392
H (3.89, -3.83, -2.00)  0.4441
H (1.95, 0.75, -7.59)  0.4044
H (1.23, -0.90, 2.58)  -0.1182
F (-0.46, 5.25, -0.99)  -0.1240
H (0.40, -4.99, 3.74)  0.6273
H (2.30, -8.31, 4.63)  0.2918
C (3.13, -2.02, -9.62)  -0.8026
H (0.01, 1.53, 7.83)  0.2732
N (-2.17, 0.75, -2.24)  1.0905
C (-4.18, 7.14, 1.36)  -1.0518
H (-0.26, 7.26, 5.73)  0.1559
C (-0.41, 2.47, 8.21)  -0.8535
H (2.76, -6.95, 8.60)  0.3299
H (-1.72, 9.01, 1.61)  0.1662
H (3.70, -1.62, -5.47)  0.4443
N (-0.55, 3.43, 7.16)  0.2344
B (1.69, 0.17, 5.15)  -0.0358
C (0.85, -2.12, 0.87)  0.3476
O (0.65, 9.52, -0.37)  -0.0777
H (2.07, 9.55, 1.68)  0.4440
C (2.49, 0.69, -6.65)  -0.5713
H (0.42, -7.53, 3.14)  0.3745
H (-5.03, 7.81, 1.51)  0.4580
C (0.91, 0.89, -0.21)  -1.3623
N (-5.64, 5.22, 0.47)  0.3331
C (3.93, -4.42, -1.09)  -1.5234
C (1.17, 3.42, -4.55)  -0.4593
H (2.78, -5.40, 8.05)  0.3031
H (1.85, 8.63, -1.87)  0.4364
H (0.98, -7.23, -3.54)  -0.0415
O (0.92, -9.97, -2.18)  0.0715
H (3.15, -4.04, -0.42)  0.1184
C (1.38, 7.23, -0.14)  -0.3478
H (-5.66, 1.08, 0.04)  0.2489
H (3.40, -8.04, -3.05)  0.4697
H (-1.43, -0.95, -1.17)  0.8686
H (2.01, -11.62, -2.74)  0.3824
H (-4.16, -4.69, -4.21)  0.3792
H (3.97, -6.96, 1.02)  0.0734
H (-8.97, 3.02, 0.44)  0.3328
H (4.55, -5.47, 1.65)  0.2991
H (-1.67, 7.11, 6.84)  0.3682
H (0.24, 2.87, 8.99)  0.3628
H (3.43, 2.09, -5.27)  0.3782
H (-0.39, 0.99, 2.75)  0.3587
H (2.58, -4.56, 2.72)  0.5508
F (-4.33, 1.21, 4.69)  -0.3361
H (0.32, -7.89, 6.97)  0.4198
H (-3.65, 7.43, 0.45)  0.3199
O (3.80, -5.88, -1.26)  0.0485
N (3.51, 5.09, 1.94)  -0.6241
H (-1.72, 6.54, 3.79)  -0.0092
C (-6.78, 5.01, -1.40)  -0.7031
C (-0.28, -10.56, -2.64)  -0.9253
C (-0.04, 1.15, 1.74)  -1.1796
O (3.25, -1.49, -8.30)  -0.2605
F (0.41, -0.16, 5.44)  -0.3957
N (-3.92, 1.20, -0.92)  0.4010
C (2.04, -10.54, -2.87)  -0.7487
O (2.74, 5.26, 4.55)  -0.5197
H (-3.52, 2.33, -2.73)  0.3307
H (5.21, -6.28, -2.68)  0.4868
F (-2.69, 4.99, -0.96)  0.3579
S (3.80, 5.12, 3.59)  0.9786
H (3.54, -10.38, -1.27)  0.2986

* E: -6971.05277 a.u.
* charge: +2
* ⟨S²⟩: 0.751
* multiplicity: 2
* Kohn-Sham gap (spin up / spin down): 2.9 / 8.1 eV
* maximum force: 13.6 eV/A
* HOMO (spin up / spin down): -6.24 / -11.49 eV

---

No. 4
Entry from the OMol25 dataset: a structure of composition C47H46I2N5O3PRe in a non-equilibrium geometry (ωB97M-V/def2-TZVPD).

Last column: Mulliken charge in e.
Cartesian coordinates (Å):
H (2.35, 1.79, 3.77)  0.4526
I (-4.01, -1.30, 6.45)  0.0970
N (-0.46, -3.35, 0.16)  0.3296
C (-0.82, -1.25, 2.75)  -0.4453
C (-2.13, -0.75, 2.59)  0.5999
C (0.79, -0.93, -5.55)  -1.1082
H (-3.16, 3.11, 2.03)  0.3901
H (0.36, 2.60, -2.56)  1.0652
C (-0.18, -0.20, -6.20)  -1.2728
H (5.07, -1.96, 2.03)  0.5162
C (-0.52, -1.88, 3.97)  0.2102
H (-1.61, 1.08, 5.46)  0.5939
C (4.07, 0.55, 4.08)  -0.9787
C (2.93, 0.95, 3.40)  -0.6973
C (0.04, -5.66, -0.12)  -1.0742
H (-1.15, -2.39, 5.95)  0.4666
C (-1.50, 1.41, 4.43)  -0.8344
C (-1.76, -3.65, 0.13)  0.4785
C (1.87, 2.36, -0.93)  1.5373
H (-3.19, 0.94, -4.33)  0.7668
C (-1.23, 0.28, -4.06)  -0.0700
H (3.43, 3.25, -2.26)  0.4067
C (-3.12, 0.42, -2.28)  -1.3538
C (2.86, 3.39, -1.35)  -1.2763
C (-2.55, -0.23, 1.25)  -1.4506
C (3.03, 4.52, -0.56)  -0.4757
C (1.65, 2.36, 0.55)  -0.9224
H (1.46, -4.04, 0.06)  0.5993
H (-3.64, -2.66, -0.17)  0.6016
H (-3.29, -5.13, -0.09)  0.5144
H (-3.26, -0.67, -2.40)  0.3214
H (-2.53, -0.83, -0.71)  -0.5713
H (-4.02, -0.37, 3.50)  0.5475
O (0.06, -1.15, 1.77)  -0.3400
H (-3.64, -0.11, 1.25)  0.8584
C (-1.11, 2.92, 0.39)  -0.5972
H (2.42, 5.61, 1.19)  0.4180
H (-2.99, -2.59, 1.46)  0.3790
C (4.85, -0.50, 3.60)  -0.7786
H (2.36, -3.70, -2.48)  0.3595
C (2.83, -1.45, 0.56)  -0.3705
C (0.42, -4.34, 0.04)  -0.3841
C (0.37, 2.78, -1.48)  -0.9485
Re (-0.02, -0.94, -0.28)  2.6268
H (3.39, -0.32, -3.57)  0.4357
C (2.55, 0.30, 2.22)  0.5805
C (2.98, -1.08, -2.90)  -1.2866
C (-1.31, -5.96, -0.18)  -0.5198
C (1.50, -3.17, -2.88)  -1.4474
H (-1.96, 0.93, -5.96)  0.4448
H (5.74, -0.80, 4.13)  0.4106
N (-0.71, 2.09, -0.78)  1.0054
C (1.95, -1.93, -3.64)  0.5428
C (-2.72, -2.52, 0.41)  -1.1393
H (2.11, 1.37, -1.33)  -0.6370
H (0.95, -3.84, -3.54)  0.5182
H (-1.64, -6.98, -0.32)  0.4179
H (-0.16, -0.10, -7.28)  0.3895
H (-3.43, 2.34, 4.35)  0.4354
H (-2.10, 3.33, 0.17)  0.7344
H (2.45, -2.30, -4.54)  0.8829
O (1.98, -0.61, 0.00)  0.1460
C (-2.46, 1.01, -3.52)  0.7322
H (1.57, -1.42, -6.12)  0.3989
H (4.35, 1.06, 4.99)  0.4479
P (1.09, 0.94, 1.28)  3.6868
H (3.77, 5.26, -0.84)  0.4279
C (-1.17, 0.38, -5.46)  -1.1499
H (0.43, 0.52, 4.19)  0.4422
C (2.28, 4.72, 0.59)  -1.4810
C (-0.18, 1.54, 2.41)  0.5276
H (1.06, 3.78, 2.08)  0.6231
C (-1.20, 2.28, 1.77)  -0.2545
H (-1.60, 2.93, -4.10)  0.4120
H (-0.51, 1.12, -0.57)  -3.1357
C (-2.36, 2.55, 2.50)  -0.2387
H (2.55, -0.58, -2.04)  -0.3250
C (-0.12, 4.10, 0.29)  0.0272
H (3.80, -1.70, -2.55)  0.4855
C (-2.51, 2.12, 3.81)  -1.3656
H (-2.49, 0.64, -1.42)  -0.2278
H (-2.10, 0.74, 1.01)  -0.6718
H (-3.13, 3.05, -3.23)  0.4579
O (3.07, -2.60, 0.28)  -0.7194
C (1.22, 3.74, 1.00)  0.2985
N (-2.15, -1.18, 0.16)  0.0280
C (-3.03, -0.78, 3.64)  -0.0013
C (0.80, -1.08, -4.17)  0.1852
I (1.33, -2.79, 4.19)  0.0402
C (4.49, -1.14, 2.43)  -0.5533
H (-0.52, 5.03, 0.70)  0.5737
C (-0.21, -0.44, -3.39)  1.0964
C (-0.35, 1.10, 3.72)  -0.6463
C (-2.23, -4.94, -0.05)  -0.8699
C (-2.67, -1.33, 4.86)  -0.9688
H (0.77, 4.80, -1.45)  0.5131
H (-4.10, 0.87, -2.12)  0.5130
H (-1.66, 2.66, -2.35)  0.3449
N (0.06, 4.15, -1.15)  -0.3840
C (-1.42, -1.91, 5.01)  0.0014
C (-2.19, 2.50, -3.29)  -1.5145
N (-0.18, -0.62, -1.98)  0.8625
H (0.80, -6.43, -0.20)  0.5097
H (0.85, -2.91, -2.05)  -0.0139
C (3.35, -0.74, 1.75)  -0.2149

* E: -3332.98668 a.u.
* charge: 0
* ⟨S²⟩: 0.779
* multiplicity: 2
* relative energy (zero: lowest compared OMol25 entry of this formula, charge and spin): 6.0115 eV
* Kohn-Sham gap (spin up / spin down): 5.3 / 5.3 eV
* maximum force: 2.0 eV/A
* HOMO (spin up / spin down): -5.50 / -5.46 eV

---

Q: Which molecular weight values were calculated for the entries above? A: 398.42 249.30 1706.79 1199.91, in g/mol.